{
  "formula": "C32H29GeN2V",
  "method": "the ωB97M-V functional and the def2-TZVPD basis",
  "species": ["C", "H", "H", "C", "C", "H", "C", "C", "C", "C", "H", "H", "C", "C", "C", "H", "C", "Ge", "N", "H", "C", "C", "N", "C", "C", "V", "H", "H", "H", "C", "H", "C", "C", "H", "H", "H", "H", "H", "H", "C", "C", "H", "H", "H", "H", "C", "H", "H", "C", "H", "H", "C", "C", "C", "C", "H", "H", "C", "H", "C", "C", "H", "C", "C", "C"],
  "xyz": [[-0.83908, -4.57249, -4.06071], [5.54176, -4.46708, -1.51240], [4.09549, -6.89191, -0.02790], [1.27919, 6.19835, 3.75354], [2.44401, -7.79716, 0.91561], [0.11486, 3.08871, -0.01174], [-3.13323, 4.00005, 2.96848], [1.82431, -0.59195, -2.56080], [4.85203, -4.91924, -2.24608], [-0.14618, 7.31669, 2.10188], [-0.73306, -6.57649, 1.14473], [-5.65989, 2.35800, 0.49214], [2.08301, -2.91928, -2.42136], [2.27848, -5.90092, -0.56297], [0.72290, -0.71525, -3.35266], [4.98567, -5.97468, -2.14798], [-0.89155, 2.94517, 0.34799], [3.05777, -4.53055, -1.78589], [-1.30800, 3.67107, 1.39099], [-3.83134, 1.65717, -0.97301], [0.23070, -2.00949, -3.65001], [0.26254, 7.14383, 3.42881], [-2.11897, 4.58400, 3.86022], [-5.30915, 3.17955, 2.43245], [-4.93132, 2.84861, 1.16688], [-0.38396, 4.96200, 2.63473], [-1.19406, 1.78392, -1.40303], [2.09749, 5.06206, 0.78553], [-6.34696, 3.19959, 2.74706], [-1.43599, -3.43388, -4.60617], [-0.96268, 8.01892, 1.87436], [-3.07458, 2.09250, -0.22051], [2.58363, -1.68555, -2.07370], [3.60742, -1.50558, -1.68155], [-0.32651, 7.83622, 4.11599], [5.18831, -4.54438, -3.24608], [-1.12929, -5.57989, -4.33242], [0.40254, -5.05408, -0.53194], [2.22554, 0.41676, -2.41316], [-0.92976, -2.23386, -4.44333], [0.96669, -5.78206, -0.07709], [1.62123, 6.22622, 4.79214], [-1.93316, 3.97445, 4.63686], [0.87175, -5.25360, -2.96723], [0.30899, 0.14979, -3.70534], [3.02500, -6.82779, 0.10130], [0.27541, 6.66315, 0.10314], [2.99011, -8.54114, 1.44151], [0.30938, -4.45341, -3.35524], [-1.36390, -1.40042, -4.93582], [0.70382, -8.53308, 1.88504], [-2.63868, 3.52262, 1.74927], [0.84780, -3.11723, -3.11685], [1.00679, -7.78659, 1.20155], [-4.41758, 3.80207, 3.36931], [2.75191, 4.75528, 3.07678], [-2.30138, -3.49695, -5.20468], [1.84990, 5.39374, 2.82275], [-2.44243, 5.51686, 4.18560], [-3.54824, 2.80750, 0.89105], [-1.73619, 2.20440, -0.50779], [-4.71567, 4.17075, 4.32322], [1.57376, 5.70593, 1.49526], [0.29090, -6.70615, 0.76534], [0.51172, 6.54619, 1.13390]],
  "nbo_charge": [-0.1548, 0.2927, 0.2213, -0.2281, -0.1809, 0.2132, 0.0786, -0.2176, -1.1787, -0.2056, 0.2436, 0.2593, -0.4686, -0.5096, -0.1550, 0.2769, 0.1113, 1.8440, -0.5679, 0.2697, -0.0738, -0.2299, -0.8788, -0.1605, -0.1443, 1.2400, 0.2605, 0.2672, 0.2567, -0.1935, 0.2870, -0.0499, -0.2048, 0.2378, 0.2932, 0.2947, 0.2414, 0.2029, 0.2141, -0.1597, -0.1585, 0.2890, 0.4271, 0.1968, 0.2157, -0.2099, 0.2766, 0.2379, -0.2224, 0.2190, 0.2368, 0.1479, 0.0179, -0.1208, -0.1431, 0.3008, 0.2360, -0.2851, 0.4240, -0.0762, -0.2539, 0.2497, -0.1858, -0.2199, -0.2436],
  "spin_multiplicity": 4,
  "homo_lumo_gap_ha": [0.221, 0.211],
  "charge": 3
}



{
  "formula": "C21H17N3",
  "method": "the ωB97M-V functional and the def2-TZVPD basis",
  "species": ["H", "N", "H", "C", "H", "C", "C", "C", "H", "C", "C", "C", "C", "H", "H", "H", "C", "H", "H", "C", "C", "H", "C", "N", "C", "C", "H", "C", "H", "H", "H", "H", "H", "C", "C", "H", "C", "C", "C", "C", "N"],
  "xyz": [[4.47663, -1.53556, 1.30380], [-0.56011, 2.00770, 2.21115], [-4.22213, -0.57326, -3.76194], [-1.80097, 1.47526, 2.49424], [-2.49993, -2.07235, -0.08353], [-3.38941, -0.63497, -3.05256], [-2.45942, -1.42605, -0.97430], [-3.52140, -1.37589, -1.86760], [2.15886, -1.22076, 1.13917], [-3.21374, -0.38175, 1.82687], [-3.94450, 1.23700, 3.49575], [-1.21069, 0.14251, -2.31177], [6.26959, 0.32635, -0.93049], [-3.46145, -1.27528, 1.26223], [5.42104, 1.39531, -2.58719], [-5.15393, -0.42740, 2.80861], [-1.32556, -0.64213, -1.16100], [-2.12269, 0.70369, -4.18582], [-4.71802, 1.57366, 4.18055], [5.20555, 0.76932, -1.72393], [-2.74845, 1.94198, 3.41173], [6.81178, -0.89737, 0.75918], [-2.23364, 0.11815, -3.26599], [0.02317, 1.25103, 1.30728], [2.23611, -0.64895, 0.20250], [5.99686, -0.51570, 0.15122], [-0.25923, -1.68131, 0.32361], [4.68116, -0.86755, 0.46769], [3.07126, 0.77449, -2.07385], [-4.45404, -1.90999, -1.65673], [1.15639, 0.32849, -1.37080], [-0.33699, 0.79182, -2.44766], [-2.48837, 2.82458, 4.01177], [-0.29583, -0.64157, -0.05165], [-4.19030, 0.09930, 2.71773], [7.30134, 0.61745, -1.15786], [-2.00737, 0.31986, 1.71376], [1.10395, -0.25569, -0.45301], [3.58279, -0.34202, -0.26141], [3.87956, 0.42543, -1.41863], [-0.75786, 0.20217, 1.00890]],
  "nbo_charge": [0.2095, -0.2389, 0.2192, 0.0462, 0.2066, -0.2127, -0.2406, -0.1940, 0.2074, -0.2528, -0.2277, -0.2196, -0.2187, 0.2195, 0.2127, 0.2194, 0.0544, 0.2178, 0.2168, -0.1949, -0.1901, 0.2143, -0.2044, 0.0000, -0.1972, -0.2092, 0.2100, -0.2190, 0.2085, 0.2166, 0.1949, 0.2135, 0.2341, -0.1152, -0.1927, 0.2167, 0.1407, -0.1480, 0.0248, -0.2246, -0.2036],
  "spin_multiplicity": 1,
  "smiles": "C(=C\\[C@H](c1ccccc1)n1nnc2ccccc21)/c1ccccc1",
  "homo_lumo_gap_ha": 0.323
}



{
  "formula": "C36H38AsCl3KNO6Si",
  "method": "the ωB97M-V functional and the def2-TZVPD basis",
  "species": ["Cl", "C", "Si", "H", "C", "C", "H", "H", "H", "C", "O", "H", "C", "N", "C", "H", "O", "H", "C", "C", "C", "O", "C", "C", "H", "Cl", "H", "C", "C", "C", "C", "H", "H", "H", "C", "H", "H", "H", "C", "C", "H", "C", "H", "H", "C", "C", "H", "H", "C", "C", "H", "H", "O", "O", "C", "H", "H", "Cl", "C", "K", "C", "H", "C", "O", "C", "C", "H", "As", "H", "C", "H", "C", "H", "C", "H", "H", "H", "C", "C", "H", "C", "H", "H", "H", "C", "H", "H"],
  "xyz": [[-0.11759, -5.04584, 0.77083], [0.53106, 0.81410, 4.80257], [-0.32556, -4.06314, -1.20547], [3.00711, 5.18469, -0.29008], [2.39778, -0.81648, 3.71154], [1.64043, 2.31788, -1.50249], [1.55485, 2.02127, 7.07546], [-3.41142, 4.66292, -0.73091], [4.42464, 4.90447, -2.31091], [1.61873, 0.46122, 5.58633], [-3.13272, -0.82468, 3.73356], [2.96838, -4.82636, 0.69213], [-3.56760, -2.49580, 0.42762], [1.35181, -0.47949, 2.95825], [-3.21335, 3.78073, -2.68422], [0.91984, -2.30482, -4.80906], [-2.62732, -1.75117, -0.40744], [3.54278, 0.92539, 1.40037], [3.26401, -3.87022, 1.12883], [-1.25205, 2.20629, -1.54616], [3.31065, -2.80426, 0.06791], [-2.00687, -2.50686, 2.73165], [-3.48231, -0.60310, -0.63038], [1.74153, 0.94773, 7.00666], [-0.63327, -1.07299, -6.30343], [-2.00895, -5.29532, -1.98450], [-0.26128, 1.44697, 5.18841], [-1.59556, 2.01468, -2.88514], [3.64930, 4.18242, -2.08508], [0.43209, 0.33270, 3.50608], [0.02975, 0.21592, -2.73883], [4.05654, 2.95827, -3.80217], [4.24990, -3.97263, 1.59548], [-1.81837, 0.93322, -5.49307], [-0.88544, 0.88504, -3.55332], [4.29002, 1.58904, -0.06133], [1.01134, 0.45289, 7.65190], [-4.50863, -1.42531, -2.34862], [0.67657, -0.92970, -3.18046], [1.86278, 3.41189, -0.66484], [2.28786, 1.32488, -3.29470], [3.77477, -0.49525, -0.19621], [-3.12547, -3.43184, 0.75394], [-5.59529, -0.64778, -1.18139], [-1.11043, 0.42669, -4.84574], [0.43953, -1.39416, -4.47279], [-4.85981, -1.68290, 1.98397], [2.73523, 0.74787, 7.41103], [-3.84428, -0.12136, 0.80047], [2.43753, 2.16865, -2.63172], [5.22495, 0.52808, 1.00932], [-4.63429, -3.45918, -1.18922], [-3.30112, 1.99196, 1.79172], [-1.61600, 0.64237, 1.15238], [-1.89526, 3.14976, -0.76161], [3.97213, -3.10619, -0.75461], [4.41603, -0.66552, -1.07294], [1.34161, -5.11460, -2.28001], [2.85328, 4.34148, -0.95369], [-0.78809, -1.50604, 1.09794], [-4.76817, -2.61341, -0.51614], [-0.42365, 0.59979, 2.88630], [-0.44116, -0.70678, -5.30182], [3.82164, -1.61595, 0.66245], [-2.88246, 3.94162, -1.34182], [-3.86447, -1.50882, 1.57183], [-2.86807, 2.66993, -4.49374], [0.20884, 1.04433, -0.96334], [2.31402, -2.64823, -0.37478], [4.23422, 0.70996, 0.58230], [2.53182, -3.63016, 1.90115], [-2.85019, 0.93788, 1.32942], [-1.69062, 3.21517, 0.30000], [-4.69762, -1.26073, -1.28747], [1.26448, 3.54224, 0.23053], [-5.70058, -2.74373, 0.03787], [1.33824, -1.48702, -2.52680], [-2.58045, 2.81179, -3.45737], [3.44115, 3.09335, -2.92019], [3.13040, -1.46273, 3.23891], [-2.90491, -1.61524, 2.80155], [-2.96931, 0.13769, -1.23604], [2.75712, -0.36174, -0.57543], [3.44601, -0.68356, 5.57560], [2.57171, -0.37157, 5.01400], [-4.82379, 0.35373, 0.80418], [-3.99067, 4.39371, -3.12491]],
  "mulliken_charge": [-0.3763, -1.3785, 0.6350, 0.3744, -0.3455, 0.3884, 0.3428, 0.4196, 0.3398, 1.3472, -0.7933, 0.3895, 0.2951, 0.2902, -0.6991, 0.4342, -0.3037, 0.1327, -1.4257, 0.1809, 0.7263, -0.8076, 0.7695, -1.4257, 0.3428, -0.4815, 0.4403, 0.6034, -0.4677, -0.2574, 0.4442, 0.3760, 0.3436, 0.3532, 0.8493, 0.2988, 0.2823, 0.3485, -0.6724, -0.4271, 0.3363, 0.6774, 0.5718, 0.3781, -0.6497, -0.7392, 0.4583, 0.3581, 0.4024, -0.0946, 0.4352, 0.3233, -0.8794, -0.1029, -0.7790, 0.2484, 0.3458, -0.4829, -0.6530, 0.6889, -1.0181, 0.6599, -0.7773, -0.3630, -0.6216, -0.0776, 0.3435, 0.2792, -0.4475, -1.2277, 0.2506, -0.3945, 0.2976, -0.8392, 0.3990, 0.3556, 0.5030, -0.7235, -0.6568, 0.3043, -0.0631, -0.6221, -0.4291, 0.2931, -0.9706, 0.4370, 0.3789],
  "spin_multiplicity": 1,
  "homo_lumo_gap_ha": 0.242,
  "charge": -2
}



{
  "formula": "C2H7N3P3",
  "method": "the ωB97M-V functional and the def2-TZVPD basis",
  "species": ["H", "P", "H", "P", "H", "C", "N", "H", "P", "H", "N", "C", "H", "H", "N"],
  "xyz": [[-3.27131, 0.89831, -3.89205], [-1.90748, 1.03095, -0.91786], [-4.71959, 0.92757, -2.66328], [0.44651, 2.25629, 1.33005], [3.44259, -1.44466, 2.39735], [2.28231, 0.17992, 1.73659], [1.45182, 0.98310, 1.46170], [2.70606, -1.53908, 0.55782], [-3.90156, -0.12638, -3.06414], [4.13173, -0.50706, 1.11773], [-1.35187, 0.29884, 0.28325], [3.14133, -0.91038, 1.43438], [-0.13401, 2.12825, 2.56209], [-2.72167, -1.14251, -1.39048], [-2.76707, -0.20751, -1.75341]],
  "nbo_charge": [-0.0390, 1.2173, -0.0499, 0.7852, 0.3124, 0.6518, -0.5848, 0.3214, 0.5721, 0.3105, -0.8714, -0.7809, -0.0246, 0.4210, -1.2410],
  "spin_multiplicity": 1,
  "homo_lumo_gap_ha": [0.241, 0.274],
  "charge": 1
}



For reference, largest force on an atom by record: 0.0781, 0.0563, 0.0601, 0.1052 hartree/bohr.